Entry 1:
A 4-piece molecular cluster, C29H35O12P overall in a non-equilibrium geometry. Source: OMol25; level of theory: ωB97M-V with the def2-TZVPD basis set.

The geometry in XYZ format:
```
77
Properties=species:S:1:pos:R:3:lowdin_charge:R:1
C -4.70 -1.66 0.08 0.069
C -3.65 -1.26 0.79 -0.145
C -2.44 -1.01 1.86 -0.287
P -1.61 0.67 1.52 0.751
C -0.86 1.82 2.86 -0.217
C -3.27 1.64 1.61 -0.387
C -4.17 1.30 2.92 -0.305
C -4.91 2.68 3.37 -0.149
C 0.04 -0.25 1.23 -0.505
C -0.04 -0.92 -0.27 -0.150
C 1.36 0.70 1.20 -0.271
C 2.27 0.56 2.57 -0.124
H -5.63 -2.26 -0.29 0.027
H -1.73 -1.92 1.70 0.083
H -2.83 -1.14 2.95 0.104
H -1.54 1.09 0.13 0.057
H -0.20 1.26 3.62 0.057
H -0.29 2.67 2.30 0.072
H -1.67 2.38 3.49 0.054
H -2.96 2.76 1.70 0.075
H -3.88 1.56 0.64 0.082
H -4.88 0.41 2.80 0.100
H -3.42 1.01 3.76 0.088
H -4.25 3.62 3.21 0.069
H -5.17 2.69 4.51 0.075
H -5.84 2.83 2.71 0.078
H 0.26 -1.08 2.03 0.113
H -0.83 -1.76 -0.33 0.066
H 0.99 -1.41 -0.52 0.075
H -0.20 -0.11 -1.09 0.080
H 2.04 0.27 0.36 0.090
H 1.16 1.79 0.92 0.094
H 2.48 1.60 3.05 0.079
H 3.26 -0.01 2.35 0.065
H 1.64 -0.04 3.32 0.056
O -9.58 -5.21 -0.54 0.112
C -9.72 -4.01 -0.72 -0.311
C -11.04 -3.39 -0.92 0.078
C -11.15 -2.08 -1.13 -0.218
O -12.37 -1.49 -1.31 0.092
C -9.95 -1.20 -1.17 -0.308
O -10.09 0.00 -1.38 0.116
C -8.64 -1.81 -0.95 0.079
C -8.53 -3.12 -0.74 -0.212
O -7.31 -3.71 -0.53 0.063
H -11.90 -4.05 -0.89 0.138
H -12.19 -0.54 -1.44 0.117
H -7.78 -1.15 -0.96 0.128
H -7.49 -4.66 -0.40 0.122
O 8.76 -0.11 -0.84 0.091
C 7.98 -0.69 -0.09 -0.273
C 6.57 -0.92 -0.45 0.076
C 5.75 -1.54 0.40 -0.208
O 4.44 -1.77 0.08 0.080
C 6.22 -2.02 1.73 -0.312
O 5.44 -2.57 2.49 0.108
C 7.63 -1.80 2.08 0.079
C 8.46 -1.18 1.23 -0.212
O 9.77 -0.98 1.54 0.091
H 6.24 -0.57 -1.42 0.098
H 4.06 -2.23 0.85 0.111
H 7.97 -2.17 3.04 0.138
H 10.15 -0.52 0.77 0.116
O 6.82 4.04 -6.54 0.110
C 6.78 3.33 -5.55 -0.312
C 7.98 2.97 -4.79 0.078
C 7.90 2.19 -3.71 -0.206
O 9.02 1.84 -3.00 0.095
C 6.59 1.64 -3.25 -0.266
O 6.56 0.91 -2.27 0.070
C 5.39 2.02 -3.99 0.084
C 5.47 2.81 -5.06 -0.215
O 4.35 3.18 -5.76 0.093
H 8.93 3.37 -5.14 0.138
H 8.70 1.27 -2.27 0.076
H 4.44 1.64 -3.63 0.139
H 4.68 3.75 -6.49 0.118
```

Output
DFT total energy ... -64489.8142 eV
SMILES ... C#CC[PH](C)(CCC)[C@@H](C)CC.O=C1C=C(O)C(=O)C=C1O.O=C1C=C(O)C(=O)C=C1O.O=C1C=C(O)C(=O)C=C1O
Kohn-Sham gap ... 6.2 eV

Entry 2:
C9H13Cl2INNbO3PS as an isolated structure in a non-equilibrium geometry. Source: OMol25; level of theory: ωB97M-V with the def2-TZVPD basis set.

The geometry in XYZ format:
```
32
Properties=species:S:1:pos:R:3:lowdin_charge:R:1
C -1.31 1.27 3.77 -0.111
C -1.10 0.24 2.96 -0.364
Nb -0.31 -1.41 1.54 1.144
C 0.40 -3.03 0.13 -0.535
S 2.00 -3.85 0.56 0.611
O 2.68 -3.32 1.79 -0.481
O 1.74 -5.34 0.70 -0.464
C 1.15 0.08 0.61 -0.362
C 0.74 1.57 0.39 -0.120
C 1.63 2.69 -0.29 -0.057
C 3.06 2.12 -0.70 -0.074
C 3.30 0.62 -0.39 -0.168
N 2.45 -0.37 0.19 -0.039
P -2.11 -0.80 -0.23 0.183
O -2.58 0.85 -0.10 -0.619
I -4.17 -2.14 0.19 0.153
H -1.14 2.02 4.63 0.011
H -1.58 -2.53 2.27 -0.138
H 0.81 -1.87 2.88 -0.073
H -0.43 -3.84 0.06 0.042
H 0.49 -2.58 -0.92 0.024
H 2.89 -3.67 -0.51 0.067
H -0.31 1.88 0.75 0.054
H 1.30 3.77 -0.46 0.074
H 3.86 2.81 -1.17 0.076
H 4.36 0.23 -0.69 0.091
H -2.02 1.38 -0.75 -0.156
C -3.20 2.78 -3.47 -0.976
Cl -4.11 1.39 -4.06 0.517
Cl -1.87 2.28 -2.42 0.632
H -2.78 3.32 -4.33 0.027
H -3.86 3.44 -2.91 0.034
```

Output
Net charge ... -1
DFT total energy ... -71985.4899 eV
Kohn-Sham gap ... 5.8 eV

Entry 3:
A 2-piece molecular cluster, C7H14N2 overall in a non-equilibrium geometry. Source: OMol25; level of theory: ωB97M-V with the def2-TZVPD basis set.

The geometry in XYZ format:
```
23
Properties=species:S:1:pos:R:3:lowdin_charge:R:1
C 1.88 -1.21 1.20 -0.048
C 0.59 -1.15 1.95 -0.360
C -0.47 -2.00 1.87 -0.080
N -1.35 -1.61 2.87 0.037
C -0.81 -0.50 3.44 -0.222
N 0.34 -0.21 2.94 0.092
H 1.68 -1.55 0.17 0.077
H 2.60 -1.77 1.78 0.072
H 2.35 -0.24 1.06 0.068
H -0.57 -2.99 1.45 0.113
H -2.32 -1.88 2.80 0.140
H -1.26 0.00 4.28 0.113
C -0.94 0.28 -2.20 -0.116
C 0.30 1.15 -2.13 -0.328
C 0.09 2.56 -2.71 -0.128
H -1.03 -0.28 -3.12 0.069
H -1.82 0.93 -2.22 0.064
H -1.08 -0.28 -1.28 0.057
H 0.60 1.35 -1.11 0.087
H 1.18 0.74 -2.60 0.093
H -0.11 2.55 -3.78 0.070
H -0.79 2.97 -2.21 0.064
H 0.96 3.17 -2.43 0.069
```

Output
DFT total energy ... -10465.9071 eV
SMILES ... Cc1c[nH]cn1.CCC
Energy above the lowest of the compared OMol25 structures with the same formula, charge and spin ... 44.4 kJ/mol
Kohn-Sham gap ... 9.6 eV

- What is the formula in the first record?
  C29H35O12P

Please write out number 3 again, unchanged.
A 2-piece molecular cluster, C7H14N2 overall in a non-equilibrium geometry. Source: OMol25; level of theory: ωB97M-V with the def2-TZVPD basis set.

The geometry in XYZ format:
```
23
Properties=species:S:1:pos:R:3:lowdin_charge:R:1
C 1.88 -1.21 1.20 -0.048
C 0.59 -1.15 1.95 -0.360
C -0.47 -2.00 1.87 -0.080
N -1.35 -1.61 2.87 0.037
C -0.81 -0.50 3.44 -0.222
N 0.34 -0.21 2.94 0.092
H 1.68 -1.55 0.17 0.077
H 2.60 -1.77 1.78 0.072
H 2.35 -0.24 1.06 0.068
H -0.57 -2.99 1.45 0.113
H -2.32 -1.88 2.80 0.140
H -1.26 0.00 4.28 0.113
C -0.94 0.28 -2.20 -0.116
C 0.30 1.15 -2.13 -0.328
C 0.09 2.56 -2.71 -0.128
H -1.03 -0.28 -3.12 0.069
H -1.82 0.93 -2.22 0.064
H -1.08 -0.28 -1.28 0.057
H 0.60 1.35 -1.11 0.087
H 1.18 0.74 -2.60 0.093
H -0.11 2.55 -3.78 0.070
H -0.79 2.97 -2.21 0.064
H 0.96 3.17 -2.43 0.069
```

Output
DFT total energy ... -10465.9071 eV
SMILES ... Cc1c[nH]cn1.CCC
Energy above the lowest of the compared OMol25 structures with the same formula, charge and spin ... 44.4 kJ/mol
Kohn-Sham gap ... 9.6 eV

- Number 3 is which compound?
  C7H14N2

- Among the records above, which one has the highest DFT total energy?
  C7H14N2